C34H57N3O3RhSi as an isolated structure, computed with ωB97M-V/def2-TZVPD.

Computed properties:
Spin multiplicity: 5
Charge: +1
ΔE to the lowest compared entry with this formula, charge and spin: 1.364 eV
<S²>: 6.062

Atoms and positions in Å:
O: -2.512 0.417 -1.736
O: -0.665 2.006 -2.794
C: -2.572 -0.970 -2.082
C: -3.697 -1.759 -1.452
H: -1.594 -1.448 -1.882
H: -2.674 -0.951 -3.181
H: -3.416 -2.098 -0.450
H: -3.859 -2.657 -2.052
H: -4.612 -1.157 -1.423
C: -2.957 0.827 -0.427
C: -3.985 1.930 -0.594
H: -2.079 1.211 0.117
H: -3.364 -0.015 0.161
H: -3.519 2.845 -0.994
H: -4.462 2.141 0.370
H: -4.781 1.606 -1.277
C: 0.018 3.208 -2.413
C: -1.391 2.011 -4.028
C: -0.554 3.736 -1.123
H: -0.005 3.965 -3.213
H: 1.072 2.924 -2.257
H: -1.561 4.143 -1.259
H: 0.077 4.533 -0.721
H: -0.615 2.929 -0.388
C: -2.418 3.104 -4.189
H: -1.897 1.039 -4.043
H: -0.670 2.028 -4.864
H: -3.157 3.061 -3.385
H: -2.943 2.942 -5.135
H: -1.966 4.097 -4.228
H: -0.271 0.272 -1.618
N: -0.284 -1.685 2.435
C: 0.743 -2.430 3.108
C: 1.679 -1.473 3.759
C: 2.302 -0.420 3.134
C: 0.154 -3.453 4.085
H: -0.418 -4.213 3.540
H: -0.502 -2.974 4.813
H: 0.960 -3.962 4.627
C: 3.403 0.329 3.840
H: 3.210 1.410 3.837
H: 4.387 0.154 3.382
H: 3.458 -0.008 4.878
N: 2.001 -0.010 1.889
C: -1.641 -1.749 2.644
C: -2.426 -2.775 2.033
C: -1.778 -3.803 1.163
C: -3.793 -2.821 2.276
H: -4.355 -3.645 1.835
C: -4.421 -1.858 3.065
H: -5.494 -1.922 3.242
C: -3.675 -0.805 3.599
H: -4.157 -0.033 4.200
C: -2.301 -0.732 3.411
C: -1.506 0.404 3.978
C: 2.779 0.877 1.123
C: 3.884 0.383 0.386
C: 4.327 -1.036 0.567
C: 4.500 1.216 -0.550
H: 5.360 0.837 -1.106
C: 4.014 2.504 -0.782
H: 4.490 3.133 -1.535
C: 2.911 2.987 -0.073
H: 2.523 3.986 -0.290
C: 2.279 2.187 0.881
C: 1.019 2.602 1.580
Rh: 0.542 -0.883 0.746
H: -2.491 -4.182 0.422
H: -1.411 -4.656 1.749
H: -0.917 -3.375 0.630
H: -1.005 1.005 3.205
H: -0.725 0.047 4.665
H: -2.187 1.067 4.524
H: 5.142 -1.291 -0.121
H: 3.510 -1.769 0.404
H: 4.698 -1.204 1.588
H: 1.103 2.518 2.675
H: 0.183 1.936 1.287
H: 0.742 3.635 1.341
H: 1.889 -1.601 4.821
C: 0.784 -0.038 -1.360
Si: 1.731 -0.457 -3.020
H: 1.335 0.808 -0.929
H: 0.925 -1.101 -0.923
C: 0.354 -1.130 -4.086
C: 3.044 -1.761 -2.763
C: 2.598 1.069 -3.706
H: 3.467 0.773 -4.313
H: 2.980 1.703 -2.896
H: 1.950 1.691 -4.337
H: 0.077 -2.129 -3.731
H: 0.647 -1.193 -5.137
H: -0.530 -0.493 -4.006
H: 2.664 -2.591 -2.154
H: 3.940 -1.366 -2.268
H: 3.362 -2.171 -3.735
O: 1.989 -4.306 2.201
C: 1.507 -3.187 1.967
N: 1.501 -2.487 0.844

A 5-piece molecular cluster, H11O5 overall, computed with ωB97M-V/def2-TZVPD.

Computed properties:
Spin multiplicity: 1
Charge: +1
ΔE to the lowest compared entry with this formula, charge and spin: 2.045 eV

Atoms and positions in Å:
O: 32.418 24.850 28.194
H: 32.627 25.679 28.515
H: 33.501 24.646 28.006
H: 32.244 24.263 28.922
O: 32.930 27.446 29.103
H: 32.265 27.895 29.473
H: 33.677 27.684 29.555
O: 31.276 24.005 30.639
H: 31.439 23.028 30.662
H: 31.497 24.279 31.572
O: 34.914 25.295 27.339
H: 35.356 24.382 27.236
H: 35.656 25.869 27.016
O: 34.206 23.264 29.726
H: 35.059 22.833 29.521
H: 34.087 22.772 30.612

A 2-piece molecular cluster, C3H9NO overall, computed with ωB97M-V/def2-TZVPD.

Computed properties:
SMILES: C=CNC.O
Spin multiplicity: 1
ΔE to the lowest compared entry with this formula, charge and spin: 2.570 eV

Atoms and positions in Å:
C: -0.709 -1.733 -2.228
C: 0.185 -1.302 -1.314
N: -0.426 -0.443 -0.362
C: 0.184 0.746 0.204
H: -1.770 -1.605 -2.113
H: -0.553 -2.501 -2.937
H: 1.250 -1.606 -1.259
H: -1.382 -0.687 -0.117
H: 1.196 0.498 0.539
H: 0.332 1.612 -0.596
H: -0.421 1.257 0.954
O: 0.622 1.790 3.493
H: 0.294 1.478 2.517
H: 1.199 2.496 3.219

A 3-piece molecular cluster, C2H12N2O2 overall, computed with ωB97M-V/def2-TZVPD.

Computed properties:
SMILES: NCCN.O.O
Spin multiplicity: 1
ΔE to the lowest compared entry with this formula, charge and spin: 1.157 eV

Atoms and positions in Å:
N: -1.057 1.671 1.140
C: -0.173 1.053 0.164
C: -0.568 1.416 -1.274
N: -1.322 0.401 -1.983
H: -1.638 2.410 0.794
H: -0.684 1.940 2.034
H: -0.284 -0.022 0.350
H: 0.878 1.352 0.247
H: -1.039 2.397 -1.331
H: 0.357 1.631 -1.839
H: -1.286 -0.541 -1.641
H: -2.218 0.743 -2.221
O: 2.696 -0.896 0.132
H: 2.877 -0.531 -0.740
H: 1.886 -0.535 0.486
O: -0.041 -3.020 1.507
H: 0.079 -3.926 1.278
H: 0.827 -2.754 1.814

An isolated ion of composition CH3O3S and charge -1, computed with ωB97M-V/def2-TZVPD.

Computed properties:
SMILES: O=[S@@H]([O-])=CO
Spin multiplicity: 1
Charge: -1
ΔE to the lowest compared entry with this formula, charge and spin: 3.617 eV

Atoms and positions in Å:
O: 1.908 -0.747 -0.206
S: 0.709 -0.077 0.295
O: 0.777 1.423 0.078
C: -0.700 -0.565 -0.716
O: -1.622 0.478 -0.434
H: 1.010 -0.192 1.743
H: -1.175 -1.544 -0.290
H: -0.906 1.224 -0.470

One molecule with the formula C20H27N3O4, computed with ωB97M-V/def2-TZVPD.

Computed properties:
SMILES: COC(=O)c1[nH]c2cccc(OC)c2c1NC(=O)CCN1CCC(C)CC1
Spin multiplicity: 1
ΔE to the lowest compared entry with this formula, charge and spin: 1.757 eV

Atoms and positions in Å:
C: 5.403 2.106 -0.836
O: 4.510 1.005 -0.830
C: 3.479 1.105 0.044
O: 3.353 2.025 0.812
C: 2.621 -0.072 -0.027
N: 3.052 -1.260 -0.582
C: 2.113 -2.219 -0.393
C: 2.104 -3.566 -0.750
C: 0.995 -4.301 -0.405
C: -0.092 -3.742 0.279
C: -0.097 -2.409 0.639
O: -1.099 -1.771 1.316
C: -2.207 -2.534 1.735
C: 1.023 -1.631 0.293
C: 1.361 -0.265 0.505
N: 0.531 0.692 1.065
C: 0.348 1.938 0.513
O: 0.939 2.316 -0.470
C: -0.666 2.783 1.251
C: -1.827 3.213 0.320
N: -2.705 2.178 -0.160
C: -3.397 1.424 0.862
C: -4.585 0.698 0.234
C: -4.111 -0.237 -0.878
C: -5.286 -0.941 -1.549
C: -3.299 0.581 -1.882
C: -2.155 1.298 -1.170
H: 6.131 1.905 -1.618
H: 5.897 2.200 0.134
H: 4.859 3.029 -1.042
H: 3.934 -1.363 -1.055
H: 2.937 -4.011 -1.271
H: 0.949 -5.348 -0.663
H: -0.925 -4.382 0.519
H: -2.738 -2.973 0.885
H: -1.905 -3.329 2.424
H: -2.869 -1.840 2.252
H: -0.169 0.330 1.696
H: -1.051 2.267 2.130
H: -0.154 3.690 1.574
H: -2.444 3.938 0.862
H: -1.394 3.711 -0.550
H: -3.747 2.118 1.630
H: -2.739 0.676 1.342
H: -5.267 1.439 -0.187
H: -5.121 0.136 1.003
H: -3.450 -0.993 -0.439
H: -4.934 -1.611 -2.330
H: -5.850 -1.523 -0.823
H: -5.957 -0.213 -1.999
H: -3.946 1.324 -2.350
H: -2.896 -0.068 -2.661
H: -1.582 1.896 -1.881
H: -1.475 0.542 -0.739

One molecule with the formula C9H15NO3S, computed with ωB97M-V/def2-TZVPD.

Computed properties:
SMILES: CC1=C[C@@H](C)CC(C)=C1S(=O)(=O)ON
Spin multiplicity: 1
ΔE to the lowest compared entry with this formula, charge and spin: 4.830 eV

Atoms and positions in Å:
C: -1.432 2.316 0.958
C: -0.492 1.231 0.523
C: 0.807 1.370 0.148
C: 1.668 0.278 -0.378
C: 3.164 0.387 -0.090
C: 1.149 -1.078 0.222
C: -0.352 -1.276 0.365
C: -0.876 -2.686 0.332
C: -1.022 -0.167 0.437
S: -3.164 -0.196 0.531
O: -3.839 -1.325 -0.055
O: -3.672 0.195 1.823
O: -3.498 1.163 -0.512
N: -4.106 0.872 -1.796
H: -1.284 3.303 0.739
H: -1.622 2.358 2.091
H: -2.407 2.115 0.566
H: 1.229 2.373 -0.119
H: 1.706 0.164 -1.589
H: 3.562 -0.595 -0.180
H: 3.435 0.855 0.876
H: 3.582 0.931 -0.902
H: 1.427 -1.180 1.188
H: 1.419 -1.990 -0.374
H: -0.885 -3.210 -0.739
H: -1.928 -2.704 0.745
H: -0.160 -3.337 0.817
H: -3.342 0.509 -2.445
H: -4.742 0.061 -1.667

C18H35F6Mn2N5O14S2 as an isolated structure, computed with ωB97M-V/def2-TZVPD.

Computed properties:
Spin multiplicity: 11
<S²>: 30.006

Atoms and positions in Å:
Mn: 14.072 0.852 29.409
Mn: 10.800 2.966 28.832
C: 14.712 4.705 26.604
F: 14.545 6.081 26.569
F: 14.066 4.197 25.581
F: 16.010 4.607 26.431
S: 14.166 4.058 28.386
O: 14.952 4.823 29.350
O: 12.691 4.168 28.567
O: 14.576 2.648 28.395
C: 12.283 0.375 25.085
F: 13.587 0.710 24.951
F: 11.518 1.160 24.270
F: 12.200 -0.860 24.655
S: 11.767 0.516 26.926
O: 12.949 0.073 27.659
O: 11.344 1.876 27.256
O: 10.639 -0.445 27.086
C: 11.679 1.225 30.685
O: 12.369 0.242 30.623
O: 10.563 1.378 30.194
O: 12.421 1.970 30.001
C: 15.613 2.626 31.660
O: 15.335 1.769 30.850
N: 15.314 2.580 32.954
C: 15.524 3.699 33.888
C: 14.583 1.476 33.460
H: 16.248 3.497 31.435
H: 16.007 4.594 33.496
H: 16.109 3.381 34.751
H: 14.589 4.072 34.306
H: 15.205 1.108 34.276
H: 13.572 1.718 33.788
H: 14.415 0.692 32.720
C: 15.232 -2.059 30.939
O: 14.899 -1.076 30.301
N: 15.933 -3.052 30.381
C: 16.462 -4.127 31.231
C: 16.293 -3.154 28.941
H: 15.021 -2.122 32.017
H: 16.162 -3.906 32.256
H: 17.552 -4.121 31.203
H: 16.175 -5.147 30.977
H: 15.622 -2.539 28.341
H: 17.276 -2.724 28.754
H: 16.184 -4.148 28.507
C: 8.479 -1.603 29.530
O: 7.672 -1.393 28.581
N: 8.192 -2.357 30.542
C: 9.210 -2.727 31.556
C: 6.919 -3.042 30.765
H: 9.474 -1.144 29.642
H: 10.221 -2.335 31.446
H: 9.323 -3.808 31.644
H: 8.932 -2.139 32.431
H: 7.179 -4.096 30.853
H: 6.347 -2.665 31.614
H: 6.300 -3.076 29.868
C: 7.938 1.982 27.561
O: 8.812 2.493 28.282
N: 6.855 2.635 27.082
C: 5.776 1.858 26.485
C: 6.708 4.086 27.202
H: 7.859 0.890 27.448
H: 4.850 1.688 27.034
H: 6.142 0.839 26.359
H: 5.436 2.220 25.514
H: 5.711 4.280 27.596
H: 7.407 4.608 27.856
H: 6.659 4.543 26.214
C: 6.886 0.500 31.802
O: 5.681 0.557 31.496
N: 7.260 0.372 33.081
C: 8.703 0.345 33.446
C: 6.415 0.159 34.206
H: 7.682 0.659 31.059
H: 9.262 0.600 32.546
H: 9.013 -0.629 33.825
H: 8.848 1.106 34.212
H: 6.899 0.547 35.103
H: 5.429 0.576 34.000
H: 6.190 -0.901 34.318

One molecule with the formula C3H5ClO, computed with ωB97M-V/def2-TZVPD.

Computed properties:
SMILES: O[C@@H]1C[C@H]1Cl
Spin multiplicity: 1
ΔE to the lowest compared entry with this formula, charge and spin: 4.304 eV

Atoms and positions in Å:
O: -2.176 -0.827 -0.238
C: -1.032 -0.202 0.355
C: -0.920 1.314 0.040
C: 0.369 0.331 -0.352
Cl: 1.956 -0.241 0.050
H: -2.941 -1.037 0.537
H: -0.859 -0.574 1.304
H: -1.026 1.877 1.217
H: -1.482 1.844 -0.870
H: -0.042 -0.051 -1.401

One molecule with the formula C6H10O, computed with ωB97M-V/def2-TZVPD.

Computed properties:
SMILES: O[C@@H]1C=CCCC1
Spin multiplicity: 1
ΔE to the lowest compared entry with this formula, charge and spin: 0.279 eV

Atoms and positions in Å:
O: 1.627 -0.611 1.343
C: 1.321 -0.481 -0.047
C: 1.134 0.966 -0.428
C: -0.053 1.553 -0.278
C: -1.262 0.822 0.246
C: -1.267 -0.701 -0.035
C: 0.095 -1.311 -0.433
H: 1.183 0.112 1.803
H: 2.192 -0.895 -0.566
H: 1.996 1.535 -0.772
H: -0.167 2.613 -0.501
H: -2.171 1.279 -0.162
H: -1.322 0.995 1.330
H: -1.666 -1.220 0.841
H: -1.976 -0.902 -0.844
H: 0.207 -2.301 0.022
H: 0.129 -1.455 -1.519

A 2-piece molecular cluster, C3H5Br overall, computed with ωB97M-V/def2-TZVPD.

Computed properties:
Spin multiplicity: 3
ΔE to the lowest compared entry with this formula, charge and spin: 3.948 eV
<S²>: 2.006

Atoms and positions in Å:
C: -0.734 -0.751 -1.367
C: -0.315 -0.698 -0.223
C: 0.265 -0.319 1.105
Br: 0.674 2.559 -0.625
H: -0.082 1.268 -0.925
H: -1.127 -1.031 -2.368
H: -0.223 -0.777 2.010
H: 1.206 -0.970 1.125
H: 0.336 0.719 1.268

A 2-piece molecular cluster, C2H5N3 overall, computed with ωB97M-V/def2-TZVPD.

Computed properties:
Spin multiplicity: 1
ΔE to the lowest compared entry with this formula, charge and spin: 3.682 eV

Atoms and positions in Å:
C: 2.193 0.477 -0.047
C: -1.804 -0.476 0.172
N: 1.247 -0.365 0.130
N: -2.025 0.741 0.267
N: 0.285 -0.977 0.322
H: 3.088 0.396 0.472
H: 2.189 0.961 -0.958
H: -1.924 -1.131 0.906
H: -1.454 -0.964 -0.675
H: -1.794 1.339 -0.590

A 2-piece molecular cluster, C2H7Cl3Si2 overall, computed with ωB97M-V/def2-TZVPD.

Computed properties:
Spin multiplicity: 1
ΔE to the lowest compared entry with this formula, charge and spin: 2.046 eV

Atoms and positions in Å:
C: 1.010 -0.375 -2.588
C: -0.167 0.064 2.709
Si: 0.291 0.744 -1.322
Si: -1.230 -0.476 1.209
Cl: 1.957 1.534 -0.308
Cl: -2.989 0.412 1.219
Cl: -1.639 -2.472 0.899
H: 1.043 -1.515 -2.318
H: 0.341 -0.473 -3.497
H: 1.886 -0.071 -3.063
H: 0.353 -0.623 3.481
H: 0.562 0.685 2.156
H: -0.776 0.644 3.316
H: -0.642 1.923 -1.893

A 2-piece molecular cluster, CH3FO2 overall, computed with ωB97M-V/def2-TZVPD.

Computed properties:
Spin multiplicity: 1
ΔE to the lowest compared entry with this formula, charge and spin: 4.980 eV

Atoms and positions in Å:
C: 0.925 0.043 -0.242
O: -0.594 -1.747 -0.402
O: 0.224 -0.701 -1.022
F: 1.878 -0.571 0.488
H: 1.410 0.878 -0.656
H: 0.168 0.752 0.803
H: -0.510 -1.623 0.638

C36H62AsN8O2SY as an isolated structure, computed with ωB97M-V/def2-TZVPD.

Computed properties:
Spin multiplicity: 1
Charge: +2
ΔE to the lowest compared entry with this formula, charge and spin: 0.911 eV

Atoms and positions in Å:
Y: 0.023 1.048 1.967
C: -2.962 -0.626 3.649
C: -3.196 0.878 3.616
N: -2.005 1.708 3.276
C: -1.395 2.506 4.334
C: -0.150 1.837 4.975
N: 1.022 1.939 4.029
C: 2.191 1.152 4.515
C: 3.187 0.929 3.373
C: 3.088 -0.480 2.776
N: 1.770 -0.802 2.123
C: 1.257 -2.081 2.721
C: -0.198 -2.189 2.899
N: -0.988 -1.147 2.156
C: -2.478 -1.086 2.283
H: -2.293 -0.942 4.472
H: -3.919 -1.138 3.882
H: -3.958 1.130 2.848
H: -3.686 1.136 4.576
H: -2.334 2.390 2.574
H: -1.073 3.475 3.988
H: -2.121 2.641 5.197
H: 0.054 2.408 5.850
H: -0.275 0.797 5.173
H: 1.244 2.940 4.005
H: 2.588 1.727 5.363
H: 1.803 0.183 4.896
H: 3.023 1.619 2.495
H: 4.171 1.109 3.793
H: 3.892 -0.675 2.076
H: 3.220 -1.224 3.589
H: 1.912 -1.010 1.129
H: 1.630 -2.908 2.060
H: 1.733 -2.183 3.695
H: -0.583 -3.188 2.544
H: -0.514 -2.097 3.991
H: -0.834 -1.224 1.145
H: -2.835 -0.448 1.444
H: -2.931 -2.067 2.065
C: -0.053 -0.361 -2.362
C: 0.269 0.529 -1.220
O: -0.248 0.267 -0.084
C: 1.173 1.668 -1.485
C: 1.558 1.890 -2.819
C: 1.924 3.170 -3.260
C: 2.031 4.187 -2.296
C: 1.844 3.929 -0.963
C: 1.488 2.614 -0.443
O: 1.201 2.450 0.844
H: -0.910 -1.034 -2.051
H: 0.805 -1.025 -2.613
H: -0.324 0.203 -3.237
H: 1.497 1.108 -3.541
H: 2.109 3.366 -4.285
H: 2.329 5.230 -2.535
H: 1.906 4.709 -0.201
C: -4.460 6.758 -0.210
N: -4.235 5.309 0.226
C: -5.390 4.462 -0.144
C: -3.163 4.927 0.996
S: -2.432 3.439 0.667
N: -2.577 5.897 1.760
C: -3.319 6.430 2.951
C: -1.099 5.930 1.868
H: -4.573 6.676 -1.301
H: -3.638 7.408 0.075
H: -5.437 7.093 0.154
H: -6.308 4.715 0.504
H: -5.029 3.395 -0.085
H: -5.638 4.617 -1.185
H: -4.398 6.600 2.673
H: -2.812 7.357 3.277
H: -3.225 5.687 3.790
H: -0.695 5.184 1.194
H: -0.643 5.843 2.869
H: -0.735 6.870 1.451
C: -4.818 -1.691 -1.392
C: -4.254 -3.044 -1.561
N: -3.720 -3.743 -0.597
C: -3.359 -4.908 -1.157
C: -3.610 -4.921 -2.533
N: -4.189 -3.685 -2.785
H: -5.048 -1.584 -0.349
H: -5.770 -1.643 -1.941
H: -4.142 -0.857 -1.603
H: -2.854 -5.704 -0.557
H: -3.317 -5.580 -3.388
H: -4.600 -3.355 -3.641
C: 3.789 -6.760 -2.654
As: 3.305 -4.900 -2.103
C: 1.841 -4.684 -3.485
C: 4.709 -3.810 -2.974
C: 5.244 -4.178 -4.282
C: 6.295 -5.092 -4.373
C: 6.812 -5.361 -5.633
C: 6.226 -4.966 -6.817
C: 5.167 -4.110 -6.715
C: 4.678 -3.726 -5.449
H: 3.558 -6.839 -3.703
H: 3.041 -7.390 -2.076
H: 4.886 -6.967 -2.537
H: 1.589 -3.642 -3.500
H: 0.951 -5.264 -3.134
H: 2.260 -5.049 -4.406
H: 5.456 -3.869 -2.210
H: 4.252 -2.820 -2.976
H: 6.805 -5.487 -3.466
H: 7.745 -5.953 -5.664
H: 6.626 -5.262 -7.821
H: 4.702 -3.703 -7.600
H: 3.872 -2.984 -5.440

The evaluated total energy for the records listed, in turn: -57670.8963, -10408.4340, -6792.4858, -9343.0461, -18061.2427, -33839.5939, -28038.7712, -155965.0317, -17757.4739, -8430.9618, -73226.3612, -6621.2556, -55512.4071, -7893.2777, -127059.9701 eV.